Entry 1:
Density functional theory data (ωB97M-V/def2-TZVPD) for a cluster of 8 separate species, C10H22BBr4N3O14 in total at a distorted geometry.

Its net charge is +1. For the lowest unoccupied orbital energy (alpha / beta), the calculation gives -3.6 / -8.7 eV. As for the spin multiplicity: 2. As for the expectation value of S²: 0.7577. The total energy is -11932.747586 a.u. Its frontier orbital gap (alpha / beta) is 8.62 / 3.59 eV.

```
54
Properties=species:S:1:pos:R:3:lowdin_charge:R:1
H -0.28302 3.80793 3.81896 0.055
H -5.00108 -0.09865 2.89716 0.065
Br -1.09539 1.20883 5.31814 0.632
O 0.32240 -3.76493 -1.59154 0.261
O -1.65847 -0.21628 -4.49306 0.243
H 0.78549 0.61442 0.61219 0.033
N -0.06866 0.46105 0.09546 0.263
C -3.93870 -0.30030 3.03420 -0.619
H 0.93873 1.64038 3.88491 0.051
H -4.08270 -2.44832 2.62909 0.071
H 3.12641 -1.05204 -3.15417 0.134
H -3.60462 0.30212 3.87892 0.020
H -0.26873 0.97541 2.80362 -0.013
H 5.08450 0.09312 0.99995 0.118
H 2.39514 -2.69032 2.33301 0.157
H -3.93161 -2.07214 4.34459 0.072
C 0.32096 -2.56188 -1.04444 -0.715
O -1.15977 -2.23145 -5.45451 0.156
O 0.03287 -2.45088 0.17653 0.159
H 3.05492 -0.07936 -1.72840 0.057
H 0.08535 -4.13478 -0.73796 0.138
O 0.48331 0.65751 -4.59325 0.221
H -0.48827 1.33186 -0.19730 0.018
Br -1.64024 -1.89858 3.30896 0.617
C 3.24868 0.33500 1.16796 -0.787
C -1.36610 2.26938 -2.29245 -0.315
H 3.99863 0.24377 -3.00615 0.154
N 1.56352 -2.18792 2.60891 0.312
O 4.45084 0.08638 1.72110 0.130
O 2.16005 0.38946 1.76469 -0.077
H 1.13775 -2.46365 3.48230 0.106
H -0.77557 -0.07451 0.57873 0.004
C -0.60569 3.01736 3.14148 -0.598
C -0.12687 1.64032 3.65560 -0.703
O -0.95950 1.06065 -2.62902 0.191
N 3.10139 -0.13306 -2.73590 0.335
O 3.23195 0.48369 -0.05787 -0.036
O 0.61054 -1.55472 -1.61586 0.272
C -3.61355 -1.77404 3.34557 -0.561
C -0.87041 -1.10094 -5.10424 -0.366
B -0.85414 0.95098 -4.10471 -0.943
O -1.39336 2.16933 -4.62330 0.264
O 1.52771 -1.27945 -5.24251 0.153
H 0.27431 -0.09672 -0.67356 0.060
H -1.65287 3.12721 2.85963 0.050
Br -3.12049 0.39852 1.36091 0.691
H 0.85769 -2.32270 1.89916 0.040
H 1.72621 -1.19702 2.71730 0.089
C 0.55539 -0.62399 -4.98412 -0.387
H 2.38016 0.35253 -3.24986 0.115
Br 0.39824 3.36853 1.45591 0.723
O -2.11982 4.18428 -3.78997 0.146
O -1.46604 2.61024 -1.12573 0.046
C -1.70751 3.02834 -3.66505 -0.300
```

***

Entry 2:
Density functional theory data (ωB97M-V/def2-TZVPD) for a cluster of 2 separate species, C10H22BFO7P in total at a distorted geometry.

Its net charge is -1. For the lowest unoccupied orbital energy, the calculation gives 0.3 eV. The total energy is -1386.934446 a.u. Its frontier orbital gap is 5.07 eV.

```
42
Properties=species:S:1:pos:R:3:lowdin_charge:R:1
H 3.41922 -2.37283 4.81570 0.083
P 1.90412 -0.75867 1.33553 0.742
H 4.42071 0.14518 3.32489 0.058
C -5.14065 1.66401 -4.65012 -0.196
H -2.82231 1.11781 -4.53182 0.112
H -4.11124 -0.63244 0.60339 0.117
C -3.10861 1.41758 -0.28896 -0.173
O 2.75605 -2.25535 1.50004 -0.210
C 0.24280 0.13951 -1.60005 -0.065
H -4.66151 1.80186 -2.17660 0.097
C 0.11086 -1.01672 -0.62546 -0.294
H -0.57905 -0.77868 0.19038 0.098
H 5.64646 -0.14563 2.08187 0.076
O 3.35707 -0.16178 0.78858 -0.226
H 3.17400 1.65206 1.81042 0.104
O -2.65474 1.44061 -1.70286 -0.153
H -0.73753 0.56357 -1.83851 0.059
H 4.46613 -2.04304 2.61008 0.091
C -3.84426 0.79335 -4.05027 -0.010
O 1.38265 -1.38886 -0.11677 -0.230
H -3.52634 2.52421 -0.14161 0.120
C 4.93043 0.58700 2.46495 -0.090
C 2.76998 -2.18978 3.95312 -0.094
H 1.86914 -2.80119 4.06205 0.084
H 2.45747 -1.14232 3.97605 0.060
O -6.38571 1.12988 -4.76948 -0.066
O -4.10826 -0.34606 -1.65034 -0.129
H 3.70239 -3.61269 2.66413 0.121
H 5.48491 1.46283 2.81996 0.076
H 0.70570 -0.19936 -2.53301 0.073
H 0.88418 0.94109 -1.21801 0.073
B -3.87065 0.93192 -2.40639 -0.813
O 1.14167 0.58082 1.18830 -0.240
H -4.09775 -0.33814 -4.33436 0.125
H 4.45289 1.53642 0.60712 0.118
C -4.23643 0.18362 -0.25197 -0.161
H -5.34039 0.62097 -0.30237 0.118
H -0.30774 -1.88249 -1.14780 0.119
C 3.93345 0.98292 1.39520 -0.304
F -4.86727 3.05131 -5.09028 -0.060
H -2.30801 1.33433 0.56573 0.107
C 3.49618 -2.53682 2.66956 -0.316
```

***

Entry 3:
Density functional theory data (ωB97M-V/def2-TZVPD) for a cluster of 2 separate species, C10H22BrN2O4P in total.

Its net charge is 0. For the lowest unoccupied orbital energy, the calculation gives 0.3 eV. The total energy is -3720.116325 a.u. Its frontier orbital gap is 8.24 eV. The calculation puts the energy relative to the best compared isomer or geometry (same formula, charge and spin) at 0.0 kcal/mol.

```
40
Properties=species:S:1:pos:R:3:lowdin_charge:R:1
H -2.53545 -2.43227 0.93004 0.113
H 0.27793 4.17324 -1.58694 0.116
H -0.65475 -5.65263 1.34617 0.063
C -1.00872 -2.28922 -1.16676 -0.247
H 0.37264 -0.71531 -1.69968 0.071
H 1.10493 -1.95592 -0.69055 0.070
C -0.70976 -2.64152 2.06364 -0.077
C -1.71864 -3.15201 1.02470 -0.246
C 2.45686 4.36950 0.67780 -0.012
H 0.00705 -4.62102 -1.45930 0.116
H 0.22460 -3.20410 2.03364 0.067
P -1.84358 3.89600 0.91968 0.569
H 2.95373 5.26778 1.04722 0.085
C -0.17632 -4.43390 -0.39769 -0.278
O 0.01747 1.51013 1.03774 0.132
C -0.53721 -5.75347 0.26695 -0.093
O -1.17217 5.32096 0.54295 -0.350
H 3.06796 3.48958 0.89913 0.100
H -0.47587 -1.58621 1.93126 0.053
H 1.55085 3.33067 -2.45870 0.137
N 2.95916 5.20504 -1.59937 0.141
O -1.15655 2.92528 -0.25958 -0.297
H 3.63332 5.76906 -1.08419 0.055
H -1.22079 5.50522 -0.40902 0.049
H 0.01221 -0.76065 0.01658 0.036
H 0.77902 -4.07795 0.02136 0.101
H -1.92024 -1.68493 -1.16283 0.111
O 1.00252 2.40516 -0.72524 0.042
C 2.27719 4.47120 -0.81640 -0.387
C 1.20469 3.61642 -1.46504 -0.098
H 0.25787 -6.48008 0.09472 0.071
H -2.18523 -4.05900 1.41589 0.098
C -0.02049 2.25081 0.10545 -0.674
H 1.50442 4.23104 1.19385 0.070
Br -3.78835 4.16201 -0.14693 0.314
C 0.19061 -1.38508 -0.85550 -0.078
N -1.23261 -3.44264 -0.31401 -0.202
H -0.90755 -2.65974 -2.19204 0.108
H -1.12691 -2.75669 3.06606 0.071
H -1.46384 -6.15479 -0.14504 0.079
```

***

Entry 4:
Density functional theory data (ωB97M-V/def2-TZVPD) for a structure of composition C10H22Cl2IO3P2Yb at a distorted geometry.

Its net charge is +2. For the lowest unoccupied orbital energy (alpha / beta), the calculation gives -8.3 / -9.6 eV. As for the spin multiplicity: 2. As for the expectation value of S²: 0.7509. The total energy is -3678.861478 a.u. Its frontier orbital gap (alpha / beta) is 6.69 / 5.32 eV.

```
41
Properties=species:S:1:pos:R:3:lowdin_charge:R:1
H -2.26066 0.51392 -0.37582 -0.098
C -2.47464 -0.27347 -1.07870 -0.537
P -1.57424 1.31154 1.96103 0.772
C -0.88264 0.38596 3.39674 -0.309
C -3.29829 1.52232 2.56546 -0.264
H 1.82417 -2.34849 -4.36060 0.073
C -0.95882 -2.16384 -3.46703 -0.271
H -1.19961 3.67615 1.67253 0.049
H -1.75494 -0.23228 -1.90165 -0.051
H -0.78754 -3.09390 -4.00880 0.072
P 0.49661 -1.81522 -2.43133 0.649
H 2.06819 -3.53931 -1.73685 0.055
C 0.81686 0.82431 -1.75924 -0.130
Cl 5.48250 1.22793 2.13142 0.685
H -1.86771 -2.27340 -2.87501 -0.022
O 1.66827 1.45368 1.16243 -0.177
C 1.64601 -1.44062 -3.77917 -0.261
H -3.79922 2.27842 1.94873 0.054
C -0.89196 2.95113 2.43713 -0.282
H -1.27594 3.26260 3.41986 0.064
C 3.81766 1.86534 2.15251 -0.982
I -2.10167 -2.14252 -0.15091 0.868
H 3.83722 2.85966 1.69524 0.098
Yb 1.30925 -0.50516 0.30824 1.689
H 1.20810 -0.67452 -4.42280 0.059
H -1.41231 0.68622 4.31350 0.060
O 0.64741 1.64269 -2.54237 0.174
O 3.33882 0.11972 0.48281 -0.120
H 0.78455 -4.16225 -2.83616 0.065
C 2.90491 1.09179 1.20114 -0.684
C 0.99658 -3.51030 -1.97941 -0.291
H 2.59319 -1.07002 -3.38035 0.053
Cl 3.04702 1.95390 3.74610 0.691
H -3.83593 0.57298 2.45538 0.046
H -3.29849 1.82812 3.61871 0.059
H 0.42679 -3.86161 -1.10908 0.013
H -3.49214 -0.36110 -1.45658 0.027
H 0.19350 0.59088 3.49717 0.009
H -1.04074 -0.68561 3.21825 0.018
H 0.20643 2.88732 2.44781 0.009
H -1.10655 -1.35297 -4.18031 0.067
```

***

Entry 5:
Density functional theory data (ωB97M-V/def2-TZVPD) for the ion C10H22ClF3N2O2PSi with charge +1.

Its net charge is +1. For the lowest unoccupied orbital energy, the calculation gives -2.4 eV. The total energy is -2044.710795 a.u. Its frontier orbital gap is 10.42 eV.

```
42
Properties=species:S:1:pos:R:3:lowdin_charge:R:1
C -3.63377 2.23757 2.33247 -0.153
H 0.11082 -0.59882 2.50471 0.128
H -3.42801 2.12828 3.40217 0.045
H -1.97051 1.15460 -1.05808 0.005
Cl -0.50588 -3.54574 -3.33440 0.355
C 2.36796 -0.23537 -0.14582 -0.045
H -0.43335 -0.86951 -2.47865 0.104
F 2.23642 -1.59573 2.03698 0.214
H 1.66293 -4.69732 -2.16700 0.064
H 3.29387 -0.81245 -0.08801 0.140
C 1.15419 -1.94463 -1.41970 -0.352
F 2.55824 -3.09446 0.53196 0.210
C 2.34998 0.56126 -1.47663 -0.154
N 1.24581 -1.26750 -0.04255 -0.094
H -0.32414 0.05179 -0.45588 0.092
H 0.50370 0.92065 1.70038 0.107
H -3.56990 1.65308 -0.55126 0.042
H -1.36635 4.19005 1.95135 0.043
H -4.41001 1.51964 2.06211 0.041
H 2.17610 -2.23740 -1.67081 0.132
H 0.99480 -1.28312 -3.42980 0.102
N 1.14509 0.44856 -2.25107 -0.049
H -0.22271 3.49675 0.81100 0.033
H -2.37274 2.88908 -0.93305 0.042
C -0.17214 0.05753 1.67643 -0.225
C 1.67994 -2.26180 1.04584 -0.644
C -2.50682 1.90692 -0.47522 -0.138
C -0.81726 3.27829 1.70589 -0.153
H 3.20377 0.23178 -2.07868 0.129
H -0.83784 -1.45057 0.29590 0.127
C 0.65932 -0.90421 -2.46250 -0.247
P 0.00961 -3.48590 -1.36039 0.627
H 2.53119 1.61324 -1.24516 0.134
H 2.31776 0.41380 0.72329 0.126
F 0.62921 -2.91739 1.48911 0.200
C -0.08203 -0.66285 0.32438 -0.083
O -1.51511 0.43019 1.82855 -0.187
Si -2.08603 1.94719 1.35605 0.440
H -0.12688 3.04441 2.51869 0.037
O 1.12831 -4.65356 -1.36224 -0.343
H -3.99862 3.25443 2.15766 0.045
H 0.42106 1.08923 -1.96803 0.104
```

***

Entry 6:
Density functional theory data (ωB97M-V/def2-TZVPD) for a structure of composition C10H22F3Li2NO4 at a distorted geometry.

Its net charge is 0. For the lowest unoccupied orbital energy, the calculation gives 0.1 eV. The total energy is -1064.740204 a.u. Its frontier orbital gap is 8.84 eV. The calculation puts the energy relative to the best compared isomer or geometry (same formula, charge and spin) at 0.0 kcal/mol.

```
42
Properties=species:S:1:pos:R:3:lowdin_charge:R:1
H 1.51913 2.21906 4.26385 0.080
H 1.29223 -1.59692 -0.50510 0.088
F 3.69715 -0.30303 0.39418 0.182
F 4.54591 1.60490 0.96395 0.194
H 0.54821 -3.09929 -1.05706 0.124
C -3.12160 -1.15615 -1.40140 -0.081
H -2.15062 -2.68417 -0.32535 0.106
C 3.58394 1.01195 0.29119 -0.566
O -1.76914 2.26285 -0.93308 -0.582
O 1.18385 0.90386 0.34139 0.133
F 3.71430 1.34589 -0.99727 0.169
C 0.88563 2.66453 2.27957 -0.192
H 1.00497 -2.75976 1.45666 0.075
C 0.37150 -2.17559 -0.48572 -0.253
C -0.29758 -1.05984 -2.51833 -0.241
H -0.62295 -3.38638 1.04170 0.065
H 0.07811 2.39589 1.59399 0.085
Li -2.74686 2.24459 0.71479 0.714
H 0.56688 0.89675 3.52587 0.079
C -1.93828 -2.12347 -1.23208 -0.241
H -0.41577 -1.70236 1.49172 0.062
H -3.37453 -0.75821 -0.41310 0.061
H -1.13808 -0.71644 -3.11488 0.111
C 2.17062 1.40413 0.76804 -0.385
C 0.83213 -0.05112 -2.69166 -0.078
H -0.24573 2.35212 4.04289 0.084
H -2.91101 -0.28184 -2.01673 0.061
H 0.02717 -2.00528 -2.97330 0.114
H -1.85128 -2.81348 -2.08023 0.117
H -1.92623 0.16827 2.24077 -0.096
H 0.94425 3.74708 2.37948 0.130
H 0.55463 0.92501 -2.30134 0.061
N -0.68016 -1.35352 -1.09345 -0.218
H -1.20429 2.80067 -1.47101 -0.108
O -1.81782 0.74206 1.49487 -0.562
H 1.14465 -0.02363 -3.73802 0.082
C 0.68129 1.97599 3.60849 -0.054
Li -1.07166 0.56229 -0.28682 0.572
O 2.15950 2.32771 1.70102 0.051
C 0.05449 -2.53781 0.97082 -0.070
H 1.75492 -0.31922 -2.18005 0.055
H -4.03188 -1.64810 -1.74928 0.075
```